{
  "formula": "C36H54O27",
  "method": "ωB97M-V/def2-TZVPD",
  "orbital_gap_ev": 10.57,
  "relative_energy_ev": 2.6812,
  "smiles": "C[C@H]1COC(=O)O1.C[C@H]1COC(=O)O1.C[C@H]1COC(=O)O1.C[C@H]1COC(=O)O1.C[C@H]1COC(=O)O1.C[C@H]1COC(=O)O1.C[C@H]1COC(=O)O1.C[C@H]1COC(=O)O1.C[C@H]1COC(=O)O1",
  "multiplicity": 1,
  "e_tot_ha": -3435.715045,
  "species": ["C", "C", "C", "O", "C", "O", "O", "H", "H", "H", "H", "H", "H", "C", "C", "C", "O", "C", "O", "O", "H", "H", "H", "H", "H", "H", "C", "C", "C", "O", "C", "O", "O", "H", "H", "H", "H", "H", "H", "C", "C", "C", "O", "C", "O", "O", "H", "H", "H", "H", "H", "H", "C", "C", "C", "O", "C", "O", "O", "H", "H", "H", "H", "H", "H", "C", "C", "C", "O", "C", "O", "O", "H", "H", "H", "H", "H", "H", "C", "C", "C", "O", "C", "O", "O", "H", "H", "H", "H", "H", "H", "C", "C", "C", "O", "C", "O", "O", "H", "H", "H", "H", "H", "H", "C", "C", "C", "O", "C", "O", "O", "H", "H", "H", "H", "H", "H"],
  "coordinates": [[1.764, -4.008, 1.056], [0.745, -4.636, 0.076], [-0.348, -3.656, -0.317], [-0.028, -3.353, -1.668], [0.907, -4.106, -2.107], [1.362, -4.102, -3.270], [1.401, -4.897, -1.149], [2.197, -3.095, 0.648], [2.551, -4.734, 1.258], [1.357, -3.768, 2.038], [0.388, -5.516, 0.612], [-0.186, -2.770, 0.298], [-1.398, -3.913, -0.179], [-1.022, 6.437, 2.567], [-0.265, 5.185, 2.977], [-0.985, 3.883, 2.749], [-0.074, 3.141, 1.953], [1.011, 3.828, 1.735], [1.985, 3.459, 1.144], [0.871, 5.078, 2.165], [-1.445, 6.400, 1.563], [-0.498, 7.388, 2.660], [-2.015, 6.441, 3.017], [0.153, 5.313, 3.975], [-1.945, 3.993, 2.245], [-1.169, 3.269, 3.631], [2.319, -0.696, 2.902], [2.692, 0.223, 4.029], [3.357, 1.518, 3.609], [2.721, 2.454, 4.354], [1.642, 1.994, 4.872], [0.712, 2.636, 5.391], [1.457, 0.677, 4.614], [3.205, -0.999, 2.344], [1.613, -0.253, 2.200], [1.819, -1.576, 3.304], [3.249, -0.287, 4.815], [3.199, 1.676, 2.542], [4.430, 1.508, 3.803], [-6.800, -0.009, -1.639], [-5.794, -1.103, -1.396], [-4.636, -0.823, -0.459], [-4.561, -1.933, 0.460], [-5.703, -2.589, 0.406], [-6.025, -3.635, 1.046], [-6.425, -2.118, -0.656], [-6.927, 0.713, -0.833], [-7.786, -0.428, -1.844], [-6.589, 0.574, -2.535], [-5.474, -1.544, -2.340], [-4.903, 0.035, 0.158], [-3.674, -0.694, -0.956], [6.532, -3.125, -0.944], [7.897, -3.724, -0.676], [9.012, -2.867, -1.213], [9.600, -2.467, -0.042], [9.035, -2.906, 1.056], [9.447, -2.665, 2.170], [7.998, -3.683, 0.730], [5.725, -3.814, -0.694], [6.566, -3.026, -2.029], [6.371, -2.193, -0.402], [7.941, -4.736, -1.079], [8.778, -1.987, -1.813], [9.672, -3.467, -1.839], [-3.487, 2.404, -2.336], [-4.038, 3.387, -1.286], [-5.149, 4.257, -1.819], [-6.141, 4.250, -0.828], [-5.940, 3.223, 0.039], [-6.654, 2.865, 0.985], [-4.724, 2.696, -0.230], [-2.686, 1.781, -1.938], [-3.021, 2.973, -3.140], [-4.259, 1.793, -2.805], [-3.276, 4.015, -0.825], [-5.529, 3.881, -2.769], [-4.691, 5.226, -2.016], [0.989, -0.195, -7.883], [0.477, -1.121, -6.714], [1.434, -1.212, -5.523], [0.760, -0.497, -4.512], [-0.475, -0.189, -4.879], [-1.355, 0.192, -4.165], [-0.674, -0.492, -6.207], [1.146, 0.825, -7.532], [0.228, -0.153, -8.663], [1.950, -0.529, -8.274], [0.142, -2.108, -7.032], [2.345, -0.714, -5.857], [1.590, -2.231, -5.169], [-0.417, 0.204, -0.326], [0.801, -0.146, -1.272], [1.528, 1.076, -1.848], [2.896, 0.729, -1.565], [2.958, -0.320, -0.709], [4.001, -0.814, -0.237], [1.715, -0.769, -0.422], [-0.997, -0.638, 0.052], [-1.197, 0.807, -0.792], [0.033, 0.676, 0.548], [0.512, -0.776, -2.114], [1.283, 1.941, -1.231], [1.358, 1.230, -2.914], [-2.105, 0.500, 5.504], [-2.881, -0.230, 4.352], [-2.550, 0.297, 2.963], [-1.930, -0.811, 2.369], [-1.955, -1.915, 3.201], [-1.567, -3.036, 2.801], [-2.323, -1.564, 4.425], [-2.109, 1.589, 5.465], [-1.127, 0.095, 5.764], [-2.710, 0.227, 6.369], [-3.944, -0.240, 4.592], [-1.887, 1.156, 3.061], [-3.352, 0.478, 2.247]]
}